Entry 1:
Molecular formula: C25H19HfN5O3S
Method: DFT, ωB97M-V with the def2-TZVPD basis set

Properties
E_LUMO = -7.3 eV
Charge = +2

Cartesian coordinates (Å):
Hf -0.145 -1.059 -0.790
C 0.211 -5.343 -1.317
C -0.831 -5.894 -0.556
C -1.721 -5.041 0.068
C -1.703 -3.666 -0.064
N -0.744 -3.113 -0.874
C 0.208 -3.970 -1.498
N -2.644 -2.898 0.574
C -2.744 -1.589 0.658
N -1.895 -0.581 0.087
C -2.605 0.672 0.240
N -2.145 1.761 -0.156
C -1.096 1.952 -1.015
C -0.594 3.266 -1.053
C 0.381 3.595 -1.963
C 0.903 2.605 -2.798
C 0.532 1.316 -2.548
N -0.479 0.962 -1.674
C -3.883 0.376 0.937
C -4.936 1.170 1.263
C -6.055 0.595 1.889
C -5.991 -0.761 2.325
C -4.907 -1.563 2.006
C -3.948 -0.978 1.199
H 1.015 -5.826 -1.838
H -0.849 -6.988 -0.409
H -2.513 -5.489 0.648
H 1.000 -3.573 -2.077
H -1.104 3.991 -0.347
H 0.888 4.528 -1.856
H 1.721 2.684 -3.496
H 1.043 0.469 -2.978
H -4.967 2.205 0.943
H -6.966 1.116 2.006
H -6.844 -1.122 2.888
H -4.931 -2.590 2.205
C 5.227 4.216 0.768
C 4.556 2.915 0.660
C 3.226 2.724 1.001
C 2.589 1.499 0.902
C 3.259 0.346 0.491
C 4.592 0.523 0.008
C 5.216 1.772 0.064
S 2.399 -1.114 0.349
O 1.888 -1.242 -1.095
O 3.125 -2.228 0.830
O 1.088 -0.936 1.022
H 6.186 4.227 0.272
H 5.518 4.409 1.803
H 4.665 5.031 0.203
H 2.785 3.526 1.527
H 1.609 1.490 1.245
H 5.201 -0.300 -0.333
H 6.210 1.921 -0.345

In elementary charge units, the Löwdin charges are:
1. Hf 1.85
2. C -0.01
3. C 0.02
4. C 0.03
5. C -0.30
6. N -0.06
7. C -0.07
8. N 0.18
9. C -0.21
10. N -0.06
11. C -0.22
12. N 0.19
13. C -0.31
14. C 0.03
15. C 0.00
16. C -0.01
17. C -0.11
18. N -0.03
19. C -0.10
20. C 0.02
21. C 0.01
22. C 0.00
23. C 0.03
24. C -0.12
25. H 0.12
26. H 0.15
27. H 0.13
28. H 0.10
29. H 0.16
30. H 0.13
31. H 0.13
32. H 0.11
33. H 0.13
34. H 0.11
35. H 0.12
36. H 0.11
37. C -0.04
38. C -0.23
39. C -0.02
40. C -0.05
41. C -0.29
42. C -0.01
43. C 0.02
44. S 0.58
45. O -0.43
46. O -0.18
47. O -0.37
48. H 0.08
49. H 0.11
50. H 0.12
51. H 0.12
52. H 0.09
53. H 0.13
54. H 0.12

---

Entry 2:
Molecular formula: C19H21N7O8S4Ti
Method: DFT, ωB97M-V with the def2-TZVPD basis set

Properties
E_LUMO = 2.9 eV
Relative energy (zero: lowest compared OMol25 entry of this formula, charge and spin) = 93.3 kJ/mol
Charge = -2

Cartesian coordinates (Å):
Ti 0.288 0.007 -0.070
S 1.220 4.149 2.511
S 2.667 3.098 1.503
S 2.402 3.135 -0.532
S 0.708 2.076 -1.168
O -4.410 -0.400 -7.442
C -4.580 0.066 -6.295
O -5.582 0.598 -5.785
C -3.342 -0.040 -5.366
C -2.152 -0.583 -5.829
C -1.077 -0.699 -4.963
N -1.111 -0.328 -3.685
C -2.247 0.220 -3.247
C -3.373 0.388 -4.045
C -2.297 0.658 -1.803
O -3.150 1.416 -1.399
O -1.364 0.162 -1.015
H -2.100 -0.914 -6.858
H -0.136 -1.122 -5.310
H -4.272 0.837 -3.647
N -0.547 1.377 1.443
C -0.378 0.742 2.749
C -1.121 1.444 3.881
C -0.678 1.043 5.289
C 0.687 1.603 5.731
N 1.802 1.456 4.810
C 2.343 0.260 4.437
N 1.996 -0.839 5.217
N 3.154 0.086 3.448
C -0.674 -0.746 2.564
O -0.983 -1.484 3.481
O -0.505 -1.121 1.326
H -0.114 2.306 1.462
H -1.524 1.490 1.178
H 0.695 0.793 2.917
H -2.192 1.248 3.767
H -0.961 2.518 3.743
H -0.721 -0.044 5.370
H -1.410 1.424 6.009
H 0.959 1.165 6.695
H 0.584 2.679 5.883
H 1.878 2.210 4.126
H 1.008 -0.915 5.413
H 2.338 -1.680 4.776
H 3.358 0.970 2.985
H 2.562 -0.807 1.955
N 2.470 -4.184 -5.916
C 2.128 -3.593 -4.993
C 1.725 -2.857 -3.820
C 0.470 -3.051 -3.266
C 0.143 -2.322 -2.137
N 0.988 -1.465 -1.572
C 2.194 -1.269 -2.110
C 2.603 -1.946 -3.241
H -0.247 -3.723 -3.715
H -0.833 -2.402 -1.679
H 2.818 -0.544 -1.605
H 3.580 -1.769 -3.665
O 2.060 0.271 0.471
O 2.254 -1.047 1.039

In elementary charge units, the Löwdin charges are:
1. Ti 0.88
2. S -0.15
3. S -0.20
4. S -0.06
5. S 0.18
6. O -0.07
7. C -0.70
8. O -0.06
9. C -0.10
10. C -0.01
11. C -0.14
12. N 0.11
13. C -0.18
14. C 0.06
15. C -0.54
16. O 0.09
17. O -0.24
18. H 0.11
19. H 0.09
20. H 0.12
21. N -0.01
22. C -0.29
23. C -0.13
24. C -0.18
25. C -0.20
26. N 0.04
27. C -0.57
28. N 0.14
29. N 0.09
30. C -0.55
31. O 0.06
32. O -0.12
33. H -0.01
34. H 0.12
35. H 0.11
36. H 0.12
37. H 0.09
38. H 0.08
39. H 0.11
40. H 0.11
41. H 0.12
42. H 0.03
43. H 0.06
44. H 0.09
45. H 0.00
46. H 0.04
47. N 0.16
48. C -0.17
49. C -0.22
50. C -0.01
51. C -0.09
52. N 0.01
53. C -0.08
54. C 0.02
55. H 0.13
56. H 0.13
57. H 0.12
58. H 0.12
59. O -0.49
60. O -0.15

---

Entry 3:
Molecular formula: C24H57As3CaO6P2
Method: DFT, ωB97M-V with the def2-TZVPD basis set

Properties
E_LUMO = -4.6 eV
Relative energy (zero: lowest compared OMol25 entry of this formula, charge and spin) = 0.0 kJ/mol
Charge = +2

Cartesian coordinates (Å):
Ca 0.103 -0.651 -0.384
C 2.881 -5.126 -0.324
C 2.307 -3.946 -1.068
C 1.000 -4.233 -1.767
O 2.015 -2.877 -0.077
P 2.942 -1.633 0.201
O 2.407 -0.434 -0.524
C 2.814 -1.418 1.985
P 1.200 -0.806 2.525
O 0.104 -1.488 1.763
O 1.223 0.716 2.143
C 0.820 1.910 2.934
C 1.855 2.201 3.995
C -0.591 1.752 3.453
O 1.132 -0.874 4.067
C 1.039 -2.035 4.994
C 2.404 -2.247 5.602
C 0.470 -3.258 4.311
O 4.389 -2.060 -0.149
C 5.422 -1.156 -0.740
C 6.480 -0.935 0.313
C 5.926 -1.838 -1.987
H 3.107 -5.925 -1.030
H 2.163 -5.502 0.405
H 3.804 -4.855 0.187
H 3.037 -3.545 -1.772
H 0.245 -4.555 -1.049
H 1.140 -5.031 -2.496
H 0.637 -3.356 -2.311
H 3.583 -0.714 2.313
H 3.008 -2.382 2.461
H 0.846 2.692 2.177
H 1.858 1.435 4.768
H 1.618 3.157 4.463
H 2.850 2.278 3.558
H -0.652 0.986 4.225
H -1.284 1.499 2.648
H -0.913 2.698 3.889
H 0.345 -1.675 5.750
H 3.117 -2.623 4.865
H 2.329 -2.987 6.398
H 2.791 -1.324 6.031
H 1.140 -3.632 3.532
H -0.504 -3.059 3.868
H 0.358 -4.045 5.056
H 4.915 -0.224 -0.991
H 6.940 -1.882 0.598
H 6.071 -0.459 1.204
H 7.256 -0.283 -0.088
H 6.369 -2.804 -1.741
H 6.691 -1.218 -2.454
H 5.123 -1.987 -2.709
C -3.868 -2.098 -0.132
As -2.807 -0.827 -1.153
C -3.607 -1.098 -2.902
C -3.635 0.808 -0.427
C -3.407 2.216 -1.015
C -4.343 3.141 -0.218
C -1.982 2.753 -0.782
As -0.425 2.001 -1.727
C -0.501 2.729 -3.523
C 0.918 3.206 -0.989
C -3.800 2.246 -2.498
As -3.881 4.042 -3.349
C -3.962 3.364 -5.183
C -5.800 4.370 -3.162
H -3.629 -3.110 -0.453
H -4.929 -1.910 -0.292
H -3.640 -2.004 0.929
H -4.653 -0.797 -2.876
H -3.544 -2.161 -3.132
H -3.085 -0.539 -3.674
H -3.349 0.808 0.632
H -4.708 0.600 -0.449
H -4.133 3.082 0.852
H -5.387 2.863 -0.375
H -4.218 4.181 -0.523
H -1.733 2.656 0.282
H -1.966 3.821 -1.008
H -0.854 3.758 -3.476
H -1.152 2.143 -4.164
H 0.509 2.703 -3.930
H 0.575 4.239 -1.045
H 1.838 3.100 -1.562
H 1.133 2.950 0.047
H -4.783 1.782 -2.626
H -3.094 1.658 -3.090
H -2.985 3.011 -5.510
H -4.264 4.177 -5.842
H -4.688 2.554 -5.267
H -6.048 4.683 -2.150
H -6.374 3.479 -3.421
H -6.073 5.176 -3.842

In elementary charge units, the Löwdin charges are:
1. Ca 1.13
2. C -0.02
3. C -0.40
4. C -0.03
5. O -0.22
6. P 0.42
7. O -0.40
8. C -0.18
9. P 0.42
10. O -0.40
11. O -0.21
12. C -0.39
13. C -0.02
14. C -0.03
15. O -0.17
16. C -0.37
17. C -0.03
18. C -0.04
19. O -0.17
20. C -0.39
21. C -0.03
22. C -0.03
23. H 0.10
24. H 0.10
25. H 0.09
26. H 0.14
27. H 0.10
28. H 0.10
29. H 0.08
30. H 0.10
31. H 0.09
32. H 0.12
33. H 0.08
34. H 0.10
35. H 0.09
36. H 0.09
37. H 0.07
38. H 0.10
39. H 0.15
40. H 0.08
41. H 0.10
42. H 0.09
43. H 0.08
44. H 0.09
45. H 0.10
46. H 0.13
47. H 0.10
48. H 0.08
49. H 0.10
50. H 0.10
51. H 0.10
52. H 0.08
53. C -0.30
54. As 1.03
55. C -0.30
56. C -0.35
57. C -0.69
58. C -0.07
59. C -0.36
60. As 1.06
61. C -0.31
62. C -0.29
63. C -0.38
64. As 1.11
65. C -0.33
66. C -0.33
67. H 0.03
68. H 0.04
69. H 0.03
70. H 0.04
71. H 0.03
72. H 0.02
73. H 0.07
74. H 0.09
75. H 0.09
76. H 0.10
77. H 0.07
78. H 0.07
79. H 0.07
80. H 0.02
81. H 0.01
82. H 0.04
83. H 0.05
84. H 0.04
85. H 0.00
86. H 0.08
87. H 0.03
88. H 0.01
89. H 0.03
90. H 0.03
91. H 0.01
92. H 0.03
93. H 0.03

---

Entry 4:
Molecular formula: C35H28BeN5O2PS
Method: DFT, ωB97M-V with the def2-TZVPD basis set

Properties
E_LUMO = -0.4 eV
Charge = 0

Cartesian coordinates (Å):
Be -0.792 -0.164 0.153
C 1.708 -1.494 -4.657
C 2.272 -2.389 -3.762
C 2.476 -2.017 -2.446
C 2.126 -0.740 -2.009
C 1.564 0.152 -2.914
C 1.359 -0.225 -4.229
P 2.236 -0.388 -0.212
C 4.021 0.000 -0.014
C 4.539 -0.157 1.268
C 5.857 0.162 1.538
C 6.670 0.644 0.526
C 6.159 0.804 -0.753
C 4.842 0.480 -1.029
C 1.525 1.293 -0.078
C 2.299 2.445 0.014
C 1.688 3.662 0.259
C 0.316 3.721 0.424
C -0.443 2.568 0.311
C 0.126 1.323 0.046
H 1.535 -1.793 -5.681
H 2.545 -3.383 -4.088
H 2.910 -2.716 -1.742
H 1.279 1.139 -2.581
H 0.918 0.472 -4.924
H 3.889 -0.523 2.052
H 6.250 0.032 2.535
H 7.699 0.898 0.736
H 6.794 1.190 -1.536
H 4.443 0.611 -2.026
H 3.374 2.406 -0.104
H 2.283 4.564 0.330
H -0.160 4.663 0.663
H -1.517 2.637 0.437
N -4.632 5.715 1.536
C -4.498 4.446 1.019
C -3.819 4.243 -0.185
C -3.686 2.969 -0.701
C -4.237 1.900 -0.020
C -4.948 2.085 1.151
C -5.088 3.357 1.666
S -3.864 0.244 -0.548
O -3.494 0.241 -1.936
O -4.899 -0.666 -0.136
N -2.477 -0.108 0.261
C -2.316 -0.088 1.561
N -1.046 -0.464 1.869
C -0.669 -0.453 3.130
C -1.546 -0.087 4.135
C -2.824 0.288 3.728
N -3.213 0.295 2.472
H -3.997 6.406 1.175
H -4.819 5.785 2.522
H -3.370 5.084 -0.691
H -3.160 2.791 -1.625
H -5.371 1.223 1.637
H -5.637 3.522 2.580
H 0.358 -0.742 3.320
H -1.253 -0.095 5.170
H -3.571 0.612 4.444
N -0.377 -1.666 -0.498
C -0.381 -2.815 -0.492
C -0.362 -4.211 -0.412
C -0.109 -4.803 0.833
C -0.103 -6.179 0.936
C -0.350 -6.962 -0.183
C -0.607 -6.374 -1.413
C -0.616 -4.999 -1.538
H 0.074 -4.177 1.693
H 0.090 -6.646 1.890
H -0.347 -8.037 -0.094
H -0.804 -6.991 -2.275
H -0.820 -4.522 -2.485

In elementary charge units, the Löwdin charges are:
1. Be 0.00
2. C -0.09
3. C -0.10
4. C -0.12
5. C -0.40
6. C -0.08
7. C -0.08
8. P 1.08
9. C -0.39
10. C -0.12
11. C -0.09
12. C -0.09
13. C -0.09
14. C -0.10
15. C -0.40
16. C -0.09
17. C -0.10
18. C -0.09
19. C -0.10
20. C -0.16
21. H 0.10
22. H 0.10
23. H 0.10
24. H 0.10
25. H 0.10
26. H 0.09
27. H 0.10
28. H 0.10
29. H 0.10
30. H 0.11
31. H 0.09
32. H 0.10
33. H 0.10
34. H 0.07
35. N 0.10
36. C -0.32
37. C -0.03
38. C -0.08
39. C -0.30
40. C -0.08
41. C -0.02
42. S 0.65
43. O -0.30
44. O -0.29
45. N -0.06
46. C -0.44
47. N 0.11
48. C -0.08
49. C -0.05
50. C -0.10
51. N 0.16
52. H 0.09
53. H 0.09
54. H 0.11
55. H 0.12
56. H 0.10
57. H 0.11
58. H 0.12
59. H 0.09
60. H 0.11
61. N 0.26
62. C -0.02
63. C -0.20
64. C -0.01
65. C -0.06
66. C -0.06
67. C -0.06
68. C -0.01
69. H 0.12
70. H 0.11
71. H 0.11
72. H 0.11
73. H 0.13